[1]
The following is a DFT calculation (wB97M-V/def2-TZVPD) of the molecule C21H17ClN4 in a non-equilibrium geometry.

Geometry as XYZ:
```
43
Properties=species:S:1:pos:R:3:forces:R:3
C -1.50067 -2.67890 -2.45115 0.64 -0.29 -0.91
C 4.19297 1.99169 1.67383 1.44 1.14 0.52
H -0.59413 -0.22257 2.11062 0.17 0.06 -0.23
C 0.81037 -1.13985 -0.12927 1.27 -0.63 0.19
H -4.20053 -1.66583 -0.65169 0.08 0.04 -0.19
C -2.66285 -0.37879 -1.02618 -0.41 0.27 0.27
N 0.75991 -2.93574 -1.34104 0.11 -0.42 -0.61
H 4.05712 4.18040 4.29537 -0.32 -0.59 -0.20
Cl -1.18542 3.96298 -1.23835 -0.28 -0.86 0.04
C -3.09865 2.00250 -1.12365 -1.28 1.46 -0.23
C 2.08065 1.80652 2.79634 -1.05 0.01 0.97
H 4.88660 1.72167 0.86061 -0.51 0.02 0.44
N 1.49776 -2.21759 -0.46494 0.09 0.62 1.12
C 0.82513 1.17973 2.89105 -1.70 -1.24 -1.00
C 0.38934 0.22073 1.96751 0.54 1.15 1.05
C -0.32236 -2.27863 -1.58847 -0.75 0.40 -0.47
C 1.23998 -0.16725 0.90563 1.08 0.32 -0.43
H -0.84270 -4.78262 -2.62550 0.08 0.56 -0.46
H -1.70064 -1.83475 -3.16957 -0.10 -0.69 0.72
C -2.68240 -2.91672 -1.51518 -0.34 1.03 0.77
N -3.24780 -1.63633 -0.97256 1.03 -1.02 -0.38
H -2.07035 -4.36022 -3.80033 -0.31 0.27 -0.03
H -4.62177 0.53357 -1.18840 -0.07 -0.18 0.12
C 2.45626 2.80075 3.73194 1.47 0.65 -0.33
H 0.09690 1.46160 3.65423 0.45 0.04 0.01
H -0.43003 -3.77266 -4.09169 -0.36 -0.13 0.78
H -2.38178 -3.55062 -0.67737 0.31 -0.02 -0.04
N -0.33404 -1.10992 -0.85264 -0.30 -0.53 -0.17
H 3.18930 0.00999 0.05124 0.09 0.23 0.07
C 2.52742 0.36700 0.83113 -1.36 0.35 0.91
C -0.86182 1.24643 -1.06446 0.22 0.22 0.03
C 3.72887 3.35966 3.63767 -0.77 0.19 0.03
C 4.59741 2.96421 2.59560 -0.27 -0.67 -0.70
H -3.46362 -3.47805 -2.00790 -0.40 0.14 -0.39
H 0.17845 1.48683 -1.08456 0.59 -0.07 0.06
C -1.76248 2.29051 -1.13525 0.81 0.05 0.13
C -3.56119 0.70554 -1.08388 0.75 0.08 -0.24
H -3.77875 2.87159 -1.22253 0.20 -0.84 0.17
H 5.57157 3.46159 2.51253 -0.41 -0.37 -0.07
C -1.18769 -3.97192 -3.30145 0.52 0.38 0.71
C -1.26949 -0.07534 -0.95815 -1.91 0.23 -0.36
C 2.92796 1.38892 1.77976 0.89 -1.13 -1.62
H 1.74718 3.15985 4.47112 0.07 -0.21 -0.03
```
Forces are in eV/Å.

HOMO energy	-0.3000	hartree
maximum force	2.3	eV/A
E_tot	-40535.9277	eV
orbital gap	8.474	eV
structure (SMILES)	C[C@H]1CNc2ccc(Cl)cc2-n2c(-c3ccc4ccccc4c3)nnc21
charge	0

[2]
The following is a DFT calculation (wB97M-V/def2-TZVPD) of the molecule C4H8N2OS in a non-equilibrium geometry.

Geometry as XYZ:
```
16
Properties=species:S:1:pos:R:3:forces:R:3
C 0.38328 -1.63921 -0.19931 -1.54 -3.75 -0.35
H 3.04914 -1.15806 1.99792 -1.70 -0.55 -2.17
H 0.21661 1.33215 -1.47240 -1.98 -1.21 1.24
H -0.22238 1.52587 1.16790 0.40 -1.95 -1.08
C -1.80543 1.75935 -0.81440 -4.81 3.04 1.92
N -0.44328 0.63825 0.62868 0.00 -1.66 -2.76
O 2.39118 -1.31297 1.21820 2.64 0.06 3.07
S -2.21886 3.13362 -1.59676 0.74 -1.04 0.03
H -0.74543 -1.95871 -0.27445 2.17 0.58 -0.52
H 0.92639 -1.41905 -1.17215 -0.72 -1.13 0.99
C 0.45872 -0.49208 0.59341 2.44 5.52 5.96
C -0.71501 0.86464 -0.87284 2.53 0.19 0.37
H -1.07481 -0.08276 -1.36282 0.60 0.79 0.61
N 1.44369 -0.31639 1.46082 -1.57 -0.17 -2.29
H -2.52779 1.55470 0.14118 1.67 -0.01 -2.41
H 0.88399 -2.42934 0.55702 -0.87 1.30 -2.61
```
Forces are in eV/Å.

HOMO energy	-0.3108	hartree
maximum force	8.5	eV/A
E_tot	-20136.0306	eV
orbital gap	8.172	eV
structure (SMILES)	C/C(=N\O)NCC=S
charge	0

[3]
The following is a DFT calculation (wB97M-V/def2-TZVPD) of a structure of composition C17H31N3P2Pt in a non-equilibrium geometry.

Geometry as XYZ:
```
54
Properties=species:S:1:pos:R:3:forces:R:3
C -0.30529 0.93006 -1.31453 -1.71 0.34 1.20
C 1.91166 -3.38868 0.91812 0.51 -0.66 -0.17
H -3.23477 4.05491 1.17407 -0.43 -0.14 -0.37
H 0.91742 -2.89192 -1.85577 0.41 0.13 -0.02
H 0.22122 2.62622 0.01031 -0.34 -0.64 -0.57
H -1.27399 -2.10030 -2.57643 0.09 0.48 -0.10
H 0.28171 1.34547 2.86919 1.61 -1.32 0.37
H -1.26038 -1.52362 -4.26356 0.31 0.28 0.46
H 1.76150 -3.20632 1.99336 0.06 0.11 -0.44
H -4.58425 2.80129 1.24325 0.11 0.48 -0.40
C 1.67847 -1.02441 -2.69202 0.44 0.14 -0.95
H 0.25851 -1.05897 -0.08802 -1.83 0.03 0.75
H -2.21918 -0.66736 -3.04469 0.31 -0.05 0.08
H -1.97220 -1.04277 2.04566 0.50 0.24 0.36
C 3.69634 -1.24047 0.14946 0.36 -0.71 -0.27
H 1.91684 -1.31679 -3.73922 -0.15 0.02 0.52
H 2.07404 0.28421 0.74790 -0.99 0.85 -0.08
Pt -2.39365 1.68008 1.04466 1.76 -2.17 -1.09
C -3.67269 3.14888 0.72475 -0.76 0.83 -0.44
C 0.56656 0.48613 2.19125 -0.99 0.27 0.95
N -2.13504 2.37652 5.41541 0.12 -0.19 -0.23
C 0.20835 -0.81805 2.49789 -1.53 1.26 -0.73
H -0.57516 1.84708 -4.06069 0.31 -0.29 -0.03
H 1.78500 1.89988 1.33396 0.00 -0.22 0.16
H 2.43922 -0.27306 -2.44132 -0.13 0.02 0.02
C 1.25523 1.00776 0.96489 0.47 0.84 -0.92
H 1.08350 -4.02203 0.56982 0.19 0.20 0.05
C -0.99241 -1.39319 1.68838 2.16 -0.98 -1.69
H 2.71448 -2.80474 -1.95103 -0.53 0.13 -0.60
H 4.37643 -2.03160 -0.18976 0.21 0.22 0.09
C 0.24622 1.12086 -4.16815 0.27 -0.21 -0.21
P 0.11235 -0.09089 -2.80088 0.43 0.20 0.67
H 0.18024 0.65963 -5.17232 0.07 0.10 0.59
H -0.99498 -2.49540 1.72789 -0.15 0.19 0.20
H -0.83253 1.68875 -1.92898 0.04 0.14 0.70
C -1.27030 -1.19663 -3.20634 -0.25 -0.28 -0.24
P 1.94919 -1.79706 0.02335 1.29 0.21 0.96
H -1.27977 -1.86709 -0.39325 -0.06 -0.14 0.14
N -3.42713 3.92928 6.87162 1.12 -1.35 -1.15
H -3.77208 3.18977 -0.37517 -0.39 0.42 0.47
C -1.33921 0.23365 -0.41895 -1.66 1.54 0.65
H 2.86145 -3.93860 0.79036 -0.39 0.00 0.03
C 1.79243 -2.22541 -1.75389 0.26 -1.00 0.15
H 3.92812 -0.98107 1.19337 -0.14 -0.09 -0.31
C -2.21146 2.21592 4.15262 0.37 -0.55 -1.12
C -0.83587 -1.04011 0.18547 -0.36 -0.61 -0.63
H 3.84096 -0.34074 -0.46397 -0.01 -0.21 0.15
H 1.20982 1.65557 -4.08804 -0.44 -0.18 0.02
H -2.31587 0.14131 -0.91056 0.16 -0.27 -0.20
C -2.83014 3.20108 6.16536 -1.29 1.50 0.92
H 1.53661 1.93392 -0.95323 0.19 0.28 0.40
H 0.36671 -1.26549 3.47857 -0.77 0.80 0.43
C 0.66345 1.67211 -0.33032 1.15 -0.48 -1.07
N -2.10564 1.91246 3.01017 0.02 0.48 2.54
```
Forces are in eV/Å.

HOMO energy (alpha / beta)	-0.2203 / -0.2650	hartree
maximum force	3.0	eV/A
E_tot	-44416.7691	eV
orbital gap (alpha / beta)	5.559 / 6.753	eV
charge	0
multiplicity	3
⟨S²⟩	2.039

[4]
The following is a DFT calculation (wB97M-V/def2-TZVPD) of the molecule C2H2F2OS in a non-equilibrium geometry.

Geometry as XYZ:
```
8
Properties=species:S:1:pos:R:3:forces:R:3
H 0.69546 0.36252 -1.45154 0.28 1.19 -2.66
H 1.04907 0.36469 1.77078 0.57 0.09 -1.30
C 0.58234 -0.15593 -0.58157 -3.60 0.07 1.84
F -2.44478 0.26406 -0.60736 3.29 -0.93 -0.44
C -1.08541 -0.04045 -0.02813 -0.25 2.06 -0.42
F 0.64397 -1.47034 -0.79044 0.99 -1.09 0.13
S 1.68212 0.67856 0.56120 -0.79 -0.75 0.94
O -1.12278 -0.00312 1.12707 -0.48 -0.64 1.90
```
Forces are in eV/Å.

HOMO energy	-0.3923	hartree
maximum force	4.0	eV/A
E_tot	-20421.9515	eV
orbital gap	10.563	eV
structure (SMILES)	O=C(F)[C@H](F)S
charge	0

[5]
The following is a DFT calculation (wB97M-V/def2-TZVPD) of a structure of composition C5H10.

Geometry as XYZ:
```
15
Properties=species:S:1:pos:R:3:forces:R:3
H 2.41004 0.47460 -0.56426 -0.11 -0.10 0.14
H -0.64638 1.79090 -0.54667 0.03 -0.13 -0.02
H -0.38146 0.77933 -1.98254 -0.02 0.01 0.17
H -2.07910 -0.82375 -1.20607 0.06 0.10 0.12
H 2.25177 0.95291 1.38497 -0.13 0.04 0.03
C -0.54518 0.75182 -0.89757 0.03 0.09 -0.08
H -0.68593 -2.00361 0.44241 0.00 0.17 0.04
H 2.26187 -0.91565 0.63715 -0.08 0.17 -0.08
C 1.78831 -0.07834 0.13353 -0.03 -0.15 -0.18
H -2.53975 0.33200 0.06251 0.14 -0.08 -0.08
C 0.38759 -0.12219 -0.09208 0.05 -0.15 -0.17
H 1.11915 0.63779 0.87616 0.22 0.16 0.21
C -1.69628 -0.17488 -0.41402 -0.23 -0.02 -0.05
H -0.91760 -0.68859 1.61397 0.05 -0.01 -0.12
C -0.72706 -0.91234 0.55250 0.01 -0.10 0.08
```
Forces are in eV/Å.

HOMO energy	-0.2488	hartree
maximum force	0.3	eV/A
E_tot	-5341.0871	eV
orbital gap	7.631	eV
charge	0

[6]
The following is a DFT calculation (wB97M-V/def2-TZVPD) of a cluster of 12 separate species, C22H52Cl4F12N5O10 in total in a non-equilibrium geometry.

Geometry as XYZ:
```
105
Properties=species:S:1:pos:R:3:forces:R:3
Cl 21.59441 0.38430 16.41058 -0.61 -1.20 -0.50
C 23.97661 8.42501 12.60843 0.33 0.69 -1.08
C 13.04831 8.82774 22.60042 0.16 1.62 0.03
C 18.52442 1.30410 20.29482 -0.95 1.06 2.07
H 14.28422 8.21750 16.46796 0.10 0.56 -0.13
H 16.21497 10.89631 19.27178 0.18 0.02 0.16
H 15.29003 8.84193 18.76525 -0.25 -0.45 -0.06
H 18.49978 2.83887 16.01580 0.64 0.56 1.47
O 21.73357 6.95607 13.12476 0.17 -0.66 1.05
O 18.91862 4.36653 16.73094 -0.64 1.87 1.39
F 15.13787 11.09250 13.56667 0.07 -0.14 -0.98
H 20.87419 2.48482 17.16013 -0.06 -0.16 0.39
F 14.32673 9.13493 13.65693 -0.11 -0.93 -0.09
F 23.88506 5.70882 15.58906 -2.55 -0.63 -0.61
Cl 17.33553 2.89232 22.15037 0.09 0.24 0.21
C 14.43472 8.53309 21.95448 2.20 1.36 -1.47
H 24.23294 7.45854 17.42257 -0.48 -0.17 -0.03
C 19.06605 5.27122 17.83172 0.23 -1.86 -1.70
C 15.41764 9.81887 13.30650 0.82 1.71 1.59
H 17.36040 2.59063 14.94871 0.23 -0.43 -1.27
O 21.05779 10.41314 18.72954 0.47 -2.02 1.32
N 14.34847 7.27128 16.81528 -1.60 -1.34 0.29
H 16.18020 7.95412 20.03889 -0.40 0.19 0.03
H 18.63069 7.22575 18.46155 0.06 0.02 0.49
H 18.62120 9.57702 16.01185 0.30 0.45 -0.82
H 17.43343 3.24114 19.86483 0.53 0.00 -0.41
H 16.20773 5.11399 16.99922 1.33 2.30 0.92
F 21.69616 9.34461 22.02369 -0.41 -0.23 -0.71
C 16.59721 10.07466 19.87749 -0.80 -0.82 0.68
H 24.02640 10.54956 12.53828 -0.18 0.13 0.40
F 15.76394 9.58493 12.07131 -0.21 0.00 -0.03
O 23.84380 7.56496 13.74010 -2.47 -3.03 1.37
Cl 18.68190 0.49137 18.80179 -0.31 -0.37 -2.00
H 17.61029 9.78846 19.59488 -0.04 0.05 -0.23
C 18.11259 6.61234 17.72440 -0.40 0.41 0.65
O 15.36982 8.02544 22.55456 -2.13 0.68 -2.24
O 17.06380 8.28516 14.41339 -1.28 2.72 -0.70
H 21.54974 8.05258 17.64329 0.19 0.55 -0.34
H 23.05966 8.55194 12.03293 -0.24 -0.25 0.51
C 18.26527 11.57852 16.92728 -0.36 -0.40 -0.64
H 19.22746 5.40526 14.97881 1.06 0.17 0.60
H 16.63934 10.35812 20.92914 0.12 0.32 -0.07
F 21.49442 11.32281 21.34830 1.89 2.98 -0.41
H 18.33835 6.68182 14.33227 0.24 1.42 -0.19
F 13.27932 9.16597 23.87180 -0.43 0.20 -0.99
H 20.10858 5.58539 17.78123 0.23 0.98 -0.43
N 15.70369 4.32460 16.62119 -0.90 -0.97 -1.02
C 21.33053 9.66441 19.65413 0.54 0.29 -1.63
H 18.76826 11.45252 17.88604 0.31 -0.61 -0.25
H 24.24856 9.81735 14.19963 -0.36 0.34 -0.14
H 23.93933 2.19714 17.11923 -0.22 0.48 -0.47
C 22.69975 6.81859 13.85415 1.64 2.48 -2.79
C 24.46592 9.74930 13.13369 0.57 0.57 -0.23
C 17.78799 10.22729 16.27832 1.58 0.02 2.80
H 16.88871 4.99478 21.02106 0.03 -1.21 0.50
C 15.61887 8.85855 19.80433 1.55 1.33 -0.40
C 22.66569 5.74703 14.93708 2.90 2.83 0.28
H 21.96169 6.67790 18.53881 0.33 -0.18 0.64
H 18.93425 12.10943 16.25000 -0.03 -0.06 0.05
N 18.11728 2.11748 15.42133 -0.69 0.17 0.18
Cl 22.79729 3.83951 18.43523 0.11 -0.06 -0.06
H 15.82744 3.58314 17.29574 -0.32 -0.73 0.17
H 18.31368 7.15843 16.80275 0.02 -0.43 -0.52
C 22.20242 7.73787 18.45758 1.01 -0.05 -2.14
H 13.64080 7.05847 17.50377 -1.00 0.88 0.53
F 21.67411 6.17514 15.74360 -0.28 -0.58 1.20
H 24.19204 7.71706 19.16713 0.24 0.10 -0.08
H 17.45596 12.25727 17.19638 -0.38 -0.20 -0.47
O 16.84896 10.42853 15.28276 -2.03 -1.58 -4.69
H 14.12690 6.58131 16.11175 0.06 0.44 -0.99
O 14.46213 9.05208 20.57551 -0.66 -1.67 3.30
H 16.61912 6.49815 21.26957 -0.45 1.25 0.07
H 16.35543 1.95283 20.27529 0.23 -0.59 -0.04
N 16.30543 5.74362 20.67593 0.24 -1.27 0.77
O 21.82921 8.38772 19.62786 -1.28 1.79 1.67
H 15.18272 6.99599 17.31361 2.34 0.54 0.26
H 19.09086 4.71844 18.77083 -1.02 0.03 0.26
C 17.35708 2.33682 20.46855 0.30 -0.42 -0.44
H 14.73612 4.57481 16.47526 -0.70 -0.30 0.64
H 16.45834 5.80588 19.67952 0.61 1.26 -1.17
H 19.49580 1.74924 20.51019 -0.25 0.15 0.25
H 23.88145 9.06403 18.05366 -0.02 0.00 0.07
F 19.80306 10.19471 21.34257 -1.51 -1.13 -0.19
H 15.96743 4.05891 15.68314 0.56 -0.21 -0.10
H 18.29542 0.53927 21.03690 0.32 0.01 0.08
H 18.89348 1.77788 14.87152 0.12 -0.62 -0.87
F 12.31920 9.78596 21.93218 1.37 -1.45 1.20
C 21.11399 10.14587 21.10287 -0.15 -1.93 1.35
H 17.66557 1.38550 15.95073 0.37 -0.84 0.55
F 12.39959 7.69400 22.57205 -0.88 -0.93 -0.14
H 17.91173 5.17822 14.15843 -0.39 -0.22 -0.44
C 22.95703 2.26445 17.58683 0.91 0.09 0.72
H 15.33173 5.50928 20.80668 -0.36 0.08 0.78
O 16.74298 6.53039 18.01325 0.80 -2.03 -0.93
F 22.32220 4.60813 14.42990 -0.11 -1.59 -0.03
C 21.77641 2.08648 16.69598 -0.34 0.51 -0.57
C 23.72641 7.99843 18.22261 -0.90 -0.04 0.48
H 21.83369 2.56493 15.71828 0.49 0.14 0.11
H 25.54066 9.91403 13.05699 0.05 -0.40 -0.08
H 24.67062 7.93989 11.92206 0.18 -0.04 0.19
H 17.34263 9.60514 17.05464 -0.61 0.03 0.37
H 23.02741 1.45518 18.31362 -0.50 0.28 0.33
N 18.73320 5.76559 14.17509 -1.18 -1.01 0.04
H 19.19546 5.62638 13.28793 0.83 0.55 -0.48
C 16.57649 9.44626 14.30231 2.17 -1.45 4.04
```
Forces are in eV/Å.

HOMO energy (alpha / beta)	-0.6843 / -0.6843	hartree
maximum force	5.3	eV/A
E_tot	-134238.5141	eV
orbital gap (alpha / beta)	5.900 / 4.034	eV
charge	+4
multiplicity	2
⟨S²⟩	0.757